Below is a molecular structure, C46H47ClLaN7OTe at a distorted geometry, with properties calculated with ωB97M-V with the def2-TZVPD basis set.

```
104
C46H47ClLaN7OTe (ωB97M-V with the def2-TZVPD basis set)
La 0.04 0.14 -0.53
C 1.15 4.38 2.93
C 0.66 4.09 1.56
N 0.92 1.95 1.22
C 1.41 1.39 2.48
C 1.66 2.15 3.55
N 1.61 3.56 3.78
C 1.43 -0.11 2.59
C 1.91 -0.73 3.71
C 1.70 -2.12 3.93
C 1.01 -2.81 2.98
C 0.63 -2.18 1.77
N 0.86 -0.83 1.57
C -0.04 -2.91 0.74
C -0.74 -4.13 1.01
N -1.37 -4.81 0.09
C -1.36 -4.29 -1.18
C -0.75 -3.11 -1.47
N -0.05 -2.41 -0.53
C 2.24 -2.79 5.16
C 2.15 -4.17 5.35
C 2.67 -4.73 6.50
N 3.27 -4.04 7.48
C 3.35 -2.73 7.29
C 2.86 -2.07 6.17
H 1.16 5.43 3.24
H 0.33 4.98 1.03
H 1.95 1.63 4.45
H 2.47 -0.16 4.43
H 0.82 -3.86 3.10
H -0.80 -4.51 2.02
H -1.89 -4.84 -1.95
H -0.78 -2.70 -2.47
H 1.69 -4.82 4.62
H 2.60 -5.81 6.65
H 3.83 -2.16 8.08
H 2.97 -0.99 6.12
C 0.71 3.54 -2.98
C 0.59 3.32 -1.49
C -0.79 3.06 -1.00
C -1.20 2.91 0.26
C -0.28 2.86 1.47
C 1.68 3.19 0.80
C 1.66 3.41 -0.69
H 0.49 2.61 -3.52
H 1.70 3.88 -3.25
H -0.02 4.28 -3.31
H -1.55 3.08 -1.77
H -2.26 2.83 0.46
H -0.83 2.60 2.37
H 2.69 3.19 1.18
H 2.59 3.72 -1.14
Cl -2.51 0.01 -1.63
C -2.27 -0.32 0.18
H -2.68 -1.31 0.35
H -2.93 0.38 0.69
C 1.81 -1.80 -3.81
C 1.42 -0.79 -2.77
O 0.45 0.00 -2.97
N 2.12 -0.65 -1.62
Te 2.93 -2.10 -0.56
C 4.26 -3.34 -1.63
C 3.90 -4.69 -1.52
C 2.56 -5.18 -1.00
C 4.82 -5.65 -1.92
C 6.06 -5.31 -2.43
C 7.06 -6.37 -2.84
C 6.37 -3.96 -2.57
C 5.50 -2.95 -2.18
C 5.90 -1.52 -2.40
C 4.27 -0.90 0.55
C 4.71 -1.52 1.73
C 4.58 -3.01 1.99
C 5.33 -0.76 2.71
C 5.52 0.61 2.56
C 6.14 1.44 3.65
C 5.14 1.18 1.35
C 4.52 0.47 0.32
C 4.24 1.23 -0.95
H 0.99 -2.00 -4.49
H 2.18 -2.73 -3.38
H 2.64 -1.37 -4.40
H 1.71 -4.61 -1.39
H 2.50 -5.15 0.10
H 2.40 -6.22 -1.29
H 4.55 -6.70 -1.85
H 6.67 -7.37 -2.66
H 7.99 -6.25 -2.29
H 7.30 -6.29 -3.91
H 7.33 -3.67 -3.00
H 6.75 -1.47 -3.08
H 6.19 -1.04 -1.46
H 5.08 -0.95 -2.83
H 3.58 -3.41 1.79
H 4.80 -3.24 3.03
H 5.29 -3.57 1.36
H 5.66 -1.25 3.62
H 6.37 0.84 4.53
H 5.47 2.24 3.96
H 7.07 1.91 3.31
H 5.35 2.24 1.18
H 4.96 2.04 -1.04
H 3.24 1.66 -0.95
H 4.30 0.62 -1.84
```

Values from the calculation:
Spin multiplicity ... 2
Gap between HOMO and LUMO (spin up / spin down) ... 5.02 / 7.53 eV
HOMO level (spin up / spin down) ... -7.95 / -10.55 eV
DFT total energy ... -81611.6030 eV
Net charge ... +1
ΔE to the lowest compared entry with this formula, charge and spin ... 3.5557 eV

***

Below is a molecular structure, C46H47ClN11O4PbSSe, with properties calculated with ωB97M-V with the def2-TZVPD basis set.

```
112
C46H47ClN11O4PbSSe (ωB97M-V with the def2-TZVPD basis set)
Pb -0.43 1.24 0.35
N 3.19 4.29 1.82
C 2.23 3.69 1.11
N 1.22 3.06 1.62
C 1.05 3.06 3.00
N -0.03 2.68 3.58
N -1.01 2.20 2.71
C -2.18 2.63 2.92
C -3.31 2.20 2.05
C -4.60 2.55 2.39
C -5.64 2.17 1.55
C -5.34 1.45 0.41
C -4.02 1.13 0.15
N -3.02 1.50 0.95
C 2.16 3.54 3.84
C 2.18 3.39 5.22
C 3.25 3.86 5.96
C 4.31 4.51 5.31
C 4.30 4.67 3.94
C 3.23 4.18 3.21
H 3.93 4.79 1.34
H 2.33 3.73 0.03
H -2.39 3.33 3.73
H -4.79 3.12 3.29
H -6.66 2.44 1.79
H -6.12 1.13 -0.27
H -3.74 0.55 -0.72
H 1.35 2.89 5.70
H 3.26 3.75 7.03
H 5.14 4.89 5.89
H 5.12 5.17 3.44
O 2.99 -0.26 -4.86
C 3.87 0.01 -3.91
O 5.04 0.19 -4.15
C 3.34 0.12 -2.51
C 4.13 0.28 -1.39
Cl 5.82 0.29 -1.26
N 3.31 0.37 -0.31
N 2.03 0.24 -0.68
C 2.03 0.11 -1.99
C 0.70 0.00 -2.70
O 0.70 -0.39 -3.88
O -0.34 0.34 -2.05
C 3.57 0.48 1.10
C 4.67 1.16 1.60
C 4.84 1.27 2.98
C 3.92 0.71 3.85
C 2.81 0.05 3.34
C 2.64 -0.07 1.97
H 2.07 -0.36 -4.49
H 5.39 1.63 0.94
H 5.71 1.79 3.36
H 4.07 0.80 4.92
H 2.07 -0.38 4.01
H 1.78 -0.59 1.58
C -4.37 -3.22 -1.10
C -3.20 -4.13 -1.47
C -2.39 -3.60 -2.66
C -1.55 -2.37 -2.33
N -0.40 -2.72 -1.49
C -0.28 -2.53 -0.16
Se -1.46 -1.60 0.95
N 0.90 -3.08 0.23
C 1.38 -3.25 1.60
C 1.23 -4.70 2.07
C -0.22 -5.10 2.33
C -0.80 -4.46 3.59
C 1.55 -3.60 -0.89
C 2.79 -4.22 -1.02
C 3.16 -4.59 -2.30
C 2.33 -4.35 -3.40
C 1.10 -3.74 -3.26
C 0.73 -3.37 -1.97
H -4.98 -3.68 -0.32
H -5.01 -3.03 -1.96
H -4.02 -2.27 -0.70
H -3.57 -5.12 -1.72
H -2.54 -4.24 -0.61
H -3.07 -3.32 -3.47
H -1.75 -4.38 -3.05
H -2.12 -1.62 -1.78
H -1.15 -1.90 -3.23
H 0.79 -2.58 2.22
H 2.42 -2.93 1.63
H 1.81 -4.81 2.98
H 1.67 -5.36 1.32
H -0.28 -6.18 2.41
H -0.84 -4.82 1.47
H -0.18 -4.67 4.46
H -1.80 -4.84 3.80
H -0.89 -3.37 3.48
H 3.44 -4.39 -0.17
H 4.12 -5.06 -2.45
H 2.66 -4.65 -4.39
H 0.47 -3.54 -4.11
C -2.50 0.85 -4.87
C -2.88 2.04 -4.05
C -3.92 2.88 -4.34
C -4.16 3.95 -3.47
N -3.39 4.21 -2.42
C -2.35 3.41 -2.16
S -1.28 3.76 -0.88
N -2.14 2.32 -2.96
C -5.30 4.89 -3.71
H -3.37 0.22 -5.03
H -1.70 0.28 -4.42
H -2.16 1.19 -5.85
H -4.54 2.71 -5.21
H -1.40 1.65 -2.69
H -6.12 4.41 -4.24
H -4.95 5.73 -4.31
H -5.65 5.29 -2.76
```

Values from the calculation:
Gap between HOMO and LUMO ... 6.89 eV
HOMO level ... -9.72 eV
DFT total energy ... -166997.9596 eV
Net charge ... +1
ΔE to the lowest compared entry with this formula, charge and spin ... 0.0000 eV

***

Below is a molecular structure, C46H47FI2KN9O2SSi at a distorted geometry, with properties calculated with ωB97M-V with the def2-TZVPD basis set.

```
110
C46H47FI2KN9O2SSi (ωB97M-V with the def2-TZVPD basis set)
K 0.43 -1.34 -0.27
C -4.97 -2.16 -3.24
C -3.52 -2.39 -2.92
N -3.08 -2.60 -1.74
N -4.00 -2.80 -0.79
C -3.79 -2.60 0.54
N -4.82 -3.09 1.32
S -2.52 -1.78 1.22
C -2.54 -2.40 -4.01
C -2.90 -2.08 -5.32
C -1.96 -2.17 -6.33
C -0.68 -2.58 -6.03
C -0.40 -2.88 -4.70
N -1.28 -2.79 -3.72
H -5.53 -1.90 -2.34
H -5.43 -3.04 -3.71
H -5.08 -1.32 -3.92
H -4.95 -3.04 -1.05
H -5.19 -3.99 1.06
H -4.61 -3.00 2.30
H -3.91 -1.78 -5.55
H -2.24 -1.92 -7.35
H 0.08 -2.68 -6.79
H 0.59 -3.22 -4.42
C -0.04 -4.31 2.87
C 1.20 -3.53 3.19
N 2.08 -4.06 4.03
C 3.20 -3.39 4.29
C 3.56 -2.19 3.67
C 4.83 -1.50 4.07
O 4.61 -0.35 4.90
C 2.65 -1.64 2.77
C 2.79 -0.35 2.03
N 2.96 -0.60 0.60
C 3.69 0.23 -0.12
C 4.34 1.44 0.32
C 5.14 2.20 -0.50
C 5.35 1.87 -1.84
C 4.72 0.73 -2.33
C 3.94 -0.04 -1.51
I 3.07 -1.79 -2.36
C 1.40 -2.27 2.58
O 0.49 -1.62 1.90
H -0.24 -5.05 3.65
H 0.09 -4.84 1.92
H -0.89 -3.63 2.77
H 3.88 -3.85 5.01
H 5.37 -1.13 3.19
H 5.47 -2.20 4.61
H 3.85 -0.53 5.45
H 3.62 0.22 2.45
H 4.17 1.78 1.33
H 5.63 3.08 -0.09
H 5.98 2.48 -2.48
H 4.85 0.45 -3.37
N 1.63 3.82 -1.02
N 1.11 2.48 -0.74
H 2.39 3.94 -0.36
H 0.89 4.44 -0.71
H 1.91 1.85 -0.78
H 0.50 2.23 -1.51
I 2.83 4.35 -5.98
C 1.62 2.72 -5.40
C 1.16 1.84 -6.35
C 0.36 0.79 -5.91
C 0.07 0.69 -4.56
N 0.52 1.55 -3.66
C 1.29 2.56 -4.07
H 1.42 1.95 -7.39
H -0.03 0.07 -6.62
H -0.56 -0.11 -4.17
H 1.64 3.24 -3.30
C 2.30 5.01 3.22
C 3.07 3.97 3.72
C 2.73 2.65 3.45
C 1.62 2.33 2.66
C 0.86 3.40 2.17
C 1.19 4.72 2.44
Si 1.08 0.52 2.26
C 0.10 0.16 3.85
C 0.71 -0.29 5.02
C -0.03 -0.74 6.10
C -1.41 -0.74 6.04
C -2.04 -0.27 4.90
C -1.29 0.17 3.82
H 2.56 6.04 3.44
H 3.94 4.19 4.33
H 3.35 1.86 3.86
H 0.00 3.17 1.54
H 0.58 5.52 2.04
H 0.23 0.71 1.07
H 1.80 -0.31 5.08
H 0.48 -1.13 6.98
H -2.00 -1.11 6.88
H -3.13 -0.27 4.83
H -1.80 0.50 2.92
F -7.30 -0.53 -0.66
C -6.11 0.18 -0.84
C -5.38 0.59 0.26
C -4.20 1.29 0.08
C -3.68 1.60 -1.22
C -2.50 2.29 -1.42
C -4.49 1.13 -2.32
C -5.67 0.45 -2.13
H -5.73 0.36 1.26
H -3.63 1.61 0.95
H -1.89 2.63 -0.59
H -2.12 2.47 -2.42
H -4.14 1.32 -3.33
H -6.28 0.11 -2.96
```

Values from the calculation:
Gap between HOMO and LUMO ... 3.39 eV
HOMO level ... -0.15 eV
DFT total energy ... -119926.6514 eV
Net charge ... -2
ΔE to the lowest compared entry with this formula, charge and spin ... 0.5068 eV

***

Below is a molecular structure, C46H49N6NiO2S, with properties calculated with ωB97M-V with the def2-TZVPD basis set.

```
105
C46H49N6NiO2S (ωB97M-V with the def2-TZVPD basis set)
Ni 0.39 0.82 0.27
N 6.26 0.16 -5.48
C 5.65 0.49 -4.26
C 4.57 -0.25 -3.79
C 4.04 0.01 -2.54
C 4.58 1.02 -1.76
C 5.63 1.78 -2.22
C 6.17 1.53 -3.48
S 4.03 1.13 -0.07
O 4.27 -0.18 0.48
O 4.72 2.22 0.59
N 2.42 1.34 -0.16
C 1.98 2.48 -0.72
N 0.62 2.57 -0.76
C 0.08 3.69 -1.19
C 0.85 4.77 -1.59
C 2.22 4.57 -1.60
N 2.79 3.44 -1.21
H 5.68 -0.35 -6.12
H 6.77 0.91 -5.92
H 4.14 -1.02 -4.42
H 3.21 -0.57 -2.15
H 6.02 2.57 -1.60
H 6.99 2.12 -3.86
H -1.01 3.74 -1.21
H 0.40 5.70 -1.91
H 2.90 5.34 -1.95
C -2.13 2.67 3.84
C -1.31 2.81 2.55
C -0.27 3.93 2.69
C -2.25 2.99 1.37
C -2.97 4.17 1.23
C -3.88 4.33 0.20
C -4.08 3.30 -0.70
C -3.40 2.09 -0.59
C -3.56 1.04 -1.67
C -5.02 0.75 -2.03
C -2.76 1.49 -2.90
C -2.46 1.93 0.45
N -1.65 0.81 0.53
C -2.05 -0.43 0.80
C -1.06 -1.46 0.81
N 0.20 -1.16 0.55
C 1.22 -2.11 0.62
C 1.42 -3.02 -0.43
C 2.52 -3.87 -0.39
C 3.37 -3.88 0.71
C 3.15 -3.01 1.76
C 2.10 -2.11 1.74
C 1.84 -1.14 2.88
C 3.06 -0.89 3.76
C 0.67 -1.61 3.75
C 0.51 -3.01 -1.64
C 1.16 -2.26 -2.80
C 0.09 -4.42 -2.07
C -1.71 -2.72 1.19
C -1.30 -4.01 1.43
C -2.28 -4.98 1.74
C -3.61 -4.68 1.85
C -4.06 -3.35 1.68
C -5.38 -2.85 1.84
C -5.62 -1.50 1.73
C -4.60 -0.57 1.42
C -3.33 -1.02 1.18
C -3.08 -2.41 1.35
H -1.48 2.46 4.69
H -2.86 1.87 3.76
H -2.66 3.61 4.05
H -0.76 1.88 2.40
H -0.74 4.92 2.70
H 0.44 3.89 1.87
H 0.28 3.80 3.63
H -2.82 4.97 1.94
H -4.42 5.27 0.09
H -4.77 3.45 -1.52
H -3.11 0.11 -1.32
H -5.51 1.63 -2.45
H -5.57 0.43 -1.15
H -5.06 -0.05 -2.77
H -3.14 2.44 -3.29
H -2.81 0.74 -3.70
H -1.71 1.63 -2.63
H 2.71 -4.54 -1.22
H 4.21 -4.56 0.73
H 3.83 -3.03 2.60
H 1.56 -0.19 2.42
H 3.31 -1.77 4.36
H 2.85 -0.08 4.45
H 3.92 -0.62 3.14
H 0.89 -2.59 4.19
H -0.25 -1.70 3.18
H 0.50 -0.90 4.56
H -0.40 -2.47 -1.38
H 2.12 -2.72 -3.07
H 1.34 -1.22 -2.51
H 0.52 -2.26 -3.68
H 0.94 -5.00 -2.43
H -0.64 -4.36 -2.88
H -0.37 -4.96 -1.24
H -0.25 -4.29 1.39
H -1.96 -6.00 1.90
H -4.33 -5.46 2.07
H -6.19 -3.54 2.05
H -6.63 -1.14 1.88
H -4.84 0.49 1.38
```

Values from the calculation:
Spin multiplicity ... 3
Gap between HOMO and LUMO (spin up / spin down) ... 5.46 / 6.51 eV
HOMO level (spin up / spin down) ... -3.23 / -4.08 eV
DFT total energy ... -113415.9039 eV
Net charge ... -1
ΔE to the lowest compared entry with this formula, charge and spin ... 0.0000 eV

***

Question: What is the formula in the fourth record?
Answer: C46H49N6NiO2S

***

Question: Number 3 is which compound?
Answer: C46H47FI2KN9O2SSi

***

Question: What is the net charge in the first record?
Answer: +1